1.
ORCA calculation (ωB97M-V/def2-TZVPD) on a 16-piece molecular cluster, C24H80N2O16 overall.

Output
Total energy   -2275.6152 hartree
Net charge   0
Orbital gap   0.3490 hartree
Max |F|   1.88 eV/Å
HOMO energy   -9.48 eV
M   652.902 g/mol
ΔE to the lowest compared entry with this formula, charge and spin   0.00 kJ/mol

Positions of all 122 atoms, in Å:
C 12.81 -22.19 14.85
O 13.50 -23.33 14.35
H 11.87 -22.17 14.31
H 12.62 -22.24 15.92
H 13.37 -21.29 14.57
H 14.38 -23.40 14.73
C 19.70 -16.94 11.05
O 19.67 -17.91 12.07
H 18.83 -16.99 10.39
H 19.78 -15.93 11.45
H 20.53 -17.09 10.35
H 19.39 -17.53 12.93
C 15.60 -22.35 9.90
O 14.22 -21.98 9.86
H 15.73 -23.43 9.97
H 16.14 -21.84 9.11
H 16.07 -21.89 10.77
H 14.02 -21.78 8.94
C 12.68 -19.18 10.37
O 12.75 -17.78 10.72
H 13.23 -19.74 11.14
H 11.64 -19.50 10.45
H 13.09 -19.40 9.40
H 12.17 -17.66 11.47
C 18.14 -16.04 14.71
O 18.86 -17.25 14.58
H 18.03 -15.59 13.72
H 17.11 -16.20 15.04
H 18.63 -15.28 15.33
H 19.01 -17.57 15.49
C 18.79 -17.77 18.00
O 19.90 -18.01 17.09
H 17.97 -18.41 17.67
H 19.09 -18.03 19.01
H 18.51 -16.73 17.91
H 20.47 -18.64 17.54
C 16.11 -18.39 9.81
O 15.55 -17.41 10.66
H 16.41 -19.24 10.42
H 15.44 -18.75 9.02
H 16.95 -17.98 9.25
H 14.62 -17.64 10.89
C 15.45 -16.06 17.76
O 14.86 -14.94 17.13
H 16.49 -15.83 18.03
H 15.01 -16.20 18.75
H 15.42 -17.03 17.25
H 15.46 -14.62 16.45
C 16.43 -23.79 16.73
O 16.35 -23.22 15.44
H 16.54 -24.87 16.71
H 17.31 -23.35 17.22
H 15.61 -23.45 17.37
H 16.28 -22.26 15.48
C 12.72 -18.07 16.28
O 13.62 -19.06 16.75
H 13.15 -17.08 16.08
H 12.25 -18.49 15.38
H 11.87 -17.94 16.95
H 13.80 -18.89 17.70
C 22.18 -19.46 14.86
O 23.12 -20.52 14.68
H 22.31 -18.93 15.81
H 22.29 -18.74 14.05
H 21.20 -19.94 14.78
H 22.75 -21.26 15.17
C 15.91 -19.82 19.55
O 14.92 -19.16 19.22
N 16.28 -20.00 20.85
N 16.67 -20.50 18.62
H 16.97 -20.68 21.10
H 15.68 -19.65 21.57
H 16.47 -20.37 17.63
H 17.45 -21.07 18.88
C 14.60 -15.93 13.74
C 14.05 -14.54 13.40
C 12.70 -14.31 14.07
O 14.97 -13.55 13.87
H 14.91 -16.06 14.78
H 15.36 -16.18 12.99
H 13.84 -16.71 13.66
H 13.93 -14.42 12.33
H 12.37 -13.29 13.91
H 12.66 -14.58 15.13
H 11.95 -14.93 13.57
H 15.65 -13.44 13.20
C 19.09 -22.24 9.72
C 19.36 -21.21 10.81
C 20.25 -21.79 11.89
O 19.88 -20.02 10.24
H 19.98 -22.45 9.12
H 18.33 -21.86 9.03
H 18.72 -23.19 10.10
H 18.38 -20.94 11.24
H 20.24 -21.21 12.82
H 21.28 -21.91 11.54
H 19.99 -22.82 12.18
H 20.00 -19.40 10.99
C 19.95 -23.27 16.06
C 21.43 -23.48 16.27
C 22.09 -23.75 14.90
O 22.02 -22.29 16.83
H 19.52 -24.06 15.44
H 19.76 -22.34 15.53
H 19.38 -23.23 16.99
H 21.65 -24.35 16.90
H 21.81 -24.75 14.56
H 23.18 -23.78 14.96
H 21.78 -23.04 14.14
H 22.91 -22.47 17.15
C 17.75 -20.22 14.30
C 16.45 -19.49 14.62
C 15.60 -19.34 13.38
O 15.77 -20.32 15.57
H 18.40 -20.44 15.15
H 18.39 -19.71 13.58
H 17.45 -21.17 13.83
H 16.60 -18.53 15.11
H 15.95 -18.57 12.69
H 14.61 -19.02 13.74
H 15.40 -20.29 12.88
H 14.94 -19.89 15.89

Atom charges from the Mulliken analysis, given in e for atoms 1 to 2: atom 1 (C): -0.2918, atom 2 (O): -0.5725

2.
ORCA calculation (ωB97M-V/def2-TZVPD) on C24H8B5MgO42 as an isolated structure.

Output
Total energy   -4405.2603 hartree
Net charge   -3
Orbital gap   0.3092 hartree
Max |F|   6.71 eV/Å
HOMO energy   -3.72 eV
M   1046.651 g/mol
ΔE to the lowest compared entry with this formula, charge and spin   378.27 kJ/mol

Positions of all 80 atoms, in Å:
Mg -21.28 -30.99 1.73
O -24.73 -29.58 -0.34
C -25.08 -30.74 -0.03
O -25.93 -31.45 -0.63
B -25.85 -32.88 -0.27
O -24.81 -32.75 0.77
C -24.26 -31.56 0.87
O -23.34 -31.19 1.58
O -25.40 -33.80 -1.34
C -26.21 -34.86 -1.26
O -26.10 -35.93 -1.88
C -27.34 -34.53 -0.26
O -27.18 -33.37 0.29
O -28.24 -35.36 0.00
O -23.60 -31.78 5.94
C -23.18 -32.74 5.29
O -23.61 -33.99 5.45
B -22.85 -34.82 4.50
O -21.92 -33.90 3.84
C -22.15 -32.72 4.20
O -21.51 -31.68 3.81
O -22.21 -35.97 5.21
C -22.90 -37.13 4.76
O -22.80 -38.27 5.15
C -23.75 -36.79 3.66
O -23.76 -35.49 3.52
O -24.27 -37.58 2.89
O -20.05 -26.55 -5.35
C -19.92 -27.60 -4.74
O -20.84 -28.21 -3.96
B -20.24 -29.45 -3.40
O -18.95 -29.60 -4.06
C -18.69 -28.48 -4.85
O -17.70 -28.24 -5.59
O -21.26 -30.46 -3.59
C -21.55 -31.08 -2.41
O -22.28 -32.07 -2.26
C -20.85 -30.32 -1.33
O -20.03 -29.37 -1.92
O -21.14 -30.41 -0.11
O -23.81 -29.58 4.16
C -23.52 -28.48 3.65
O -24.08 -27.33 3.93
B -23.35 -26.25 3.17
O -22.57 -27.07 2.18
C -22.43 -28.25 2.59
O -21.75 -29.17 2.20
O -22.38 -25.47 3.95
C -22.52 -24.17 3.62
O -21.73 -23.29 3.83
C -23.83 -24.07 2.78
O -24.22 -25.31 2.54
O -24.43 -23.10 2.33
O -18.93 -33.70 -0.94
C -20.03 -34.30 -0.75
O -20.61 -35.33 -1.40
B -21.83 -35.76 -0.76
O -22.06 -34.72 0.29
C -21.04 -33.86 0.34
O -20.98 -32.90 1.15
O -22.90 -35.67 -1.81
C -23.27 -36.98 -2.10
O -23.93 -37.39 -3.07
C -22.63 -37.89 -0.93
O -21.88 -37.09 -0.25
O -22.72 -39.14 -0.85
O -19.32 -30.80 2.13
C -18.11 -30.80 2.38
O -17.13 -30.66 1.46
C -17.47 -30.51 0.10
C -16.22 -30.28 -0.74
C -17.55 -31.00 3.78
H -18.23 -29.75 -0.10
H -17.94 -31.42 -0.27
H -16.44 -30.17 -1.81
H -15.46 -31.03 -0.53
H -15.80 -29.29 -0.54
H -18.34 -31.29 4.47
H -17.01 -30.09 4.07
H -16.76 -31.74 3.82

Atom charges from the Mulliken analysis, given in e for atoms 1 to 2: atom 1 (Mg): 3.4998, atom 2 (O): -0.6908

3.
ORCA calculation (ωB97M-V/def2-TZVPD) on a 19-piece molecular cluster, C24H92N6O19 overall.

Output
Total energy   -2727.5660 hartree
Net charge   0
Orbital gap   0.3097 hartree
Max |F|   2.15 eV/Å
HOMO energy   -8.79 eV
M   769.023 g/mol

Positions of all 141 atoms, in Å:
O -1.12 -4.74 -1.50
H -0.20 -4.79 -1.78
H -1.06 -4.60 -0.53
O -5.14 -0.96 0.11
H -4.96 -0.02 0.00
H -5.96 -1.00 0.62
O -3.21 3.25 -1.32
H -3.18 3.26 -2.28
H -2.88 4.12 -1.06
O -0.43 -4.47 1.28
H -0.95 -5.04 1.86
H -0.36 -3.63 1.78
O -4.67 -2.15 -2.57
H -4.87 -1.70 -1.73
H -5.54 -2.34 -2.95
O 4.21 -4.04 -1.93
H 4.69 -3.55 -1.22
H 4.56 -3.66 -2.74
O 3.38 1.98 0.80
H 2.88 2.43 0.10
H 2.92 1.13 0.91
O -0.59 2.43 -1.06
H -0.60 1.49 -1.36
H -1.53 2.65 -0.95
O -2.91 -4.20 -3.60
H -2.10 -4.38 -3.09
H -3.30 -3.41 -3.18
O -0.27 -2.53 3.16
H -0.33 -3.05 3.97
H -1.06 -1.95 3.19
O -2.44 -0.97 3.17
H -2.78 -0.15 3.56
H -3.23 -1.43 2.84
O 1.82 3.97 -1.40
H 2.31 3.65 -2.16
H 0.96 3.52 -1.45
O 2.27 -5.22 0.33
H 1.53 -4.89 0.86
H 1.97 -5.22 -0.58
C -9.36 0.57 -4.81
C -9.28 0.14 -3.33
C -7.91 0.47 -2.79
O -6.87 -0.13 -3.56
C -5.73 0.73 -3.71
N -10.28 0.83 -2.55
H -8.90 1.52 -5.08
H -10.40 0.64 -5.11
H -8.90 -0.21 -5.43
H -9.39 -0.94 -3.21
H -7.78 0.16 -1.74
H -7.76 1.55 -2.82
H -4.94 0.10 -4.12
H -5.50 1.01 -2.68
H -5.98 1.54 -4.39
H -10.07 1.77 -2.26
H -11.16 0.89 -3.03
C 2.32 -1.30 -0.53
C 1.18 -0.30 -0.72
C -0.07 -0.96 -1.27
O -1.08 -0.04 -1.73
C -2.36 -0.62 -1.79
N 1.00 0.40 0.57
H 2.58 -1.76 -1.49
H 2.09 -2.12 0.14
H 3.21 -0.81 -0.13
H 1.52 0.45 -1.45
H -0.51 -1.57 -0.47
H 0.12 -1.73 -2.02
H -2.72 -0.90 -0.80
H -2.39 -1.49 -2.46
H -3.00 0.16 -2.19
H 0.28 1.08 0.32
H 0.50 -0.23 1.19
C -1.66 2.13 4.71
C -2.47 1.74 5.93
C -3.33 2.87 6.51
O -2.45 3.81 7.09
C -3.16 4.71 7.92
N -3.27 0.56 5.64
H -1.04 1.29 4.39
H -1.09 3.05 4.81
H -2.34 2.39 3.89
H -1.74 1.44 6.70
H -4.06 2.48 7.24
H -3.96 3.35 5.75
H -3.91 5.24 7.32
H -2.47 5.53 8.15
H -3.47 4.23 8.84
H -2.67 -0.25 5.61
H -4.09 0.38 6.19
C 2.85 -0.44 -4.37
C 3.54 -0.27 -5.72
C 3.13 -1.38 -6.70
O 3.61 -2.63 -6.22
C 3.39 -3.71 -7.10
N 3.31 1.10 -6.16
H 3.09 0.39 -3.70
H 3.00 -1.35 -3.78
H 1.75 -0.44 -4.49
H 4.58 -0.47 -5.45
H 3.73 -1.24 -7.61
H 2.04 -1.45 -6.80
H 3.82 -3.44 -8.07
H 2.33 -3.96 -7.20
H 3.90 -4.55 -6.63
H 3.65 1.19 -7.12
H 2.31 1.27 -6.26
C 1.16 5.35 4.68
C 2.47 4.53 4.65
C 2.32 3.19 3.93
O 1.40 2.39 4.67
C 1.18 1.15 4.04
N 3.52 5.31 4.01
H 0.81 5.62 3.68
H 1.36 6.29 5.20
H 0.38 4.79 5.20
H 2.69 4.39 5.71
H 3.31 2.73 3.89
H 1.94 3.43 2.93
H 0.42 1.30 3.27
H 0.75 0.43 4.74
H 2.10 0.65 3.74
H 3.22 5.63 3.10
H 3.71 6.15 4.54
C 7.08 -1.36 -1.17
C 6.97 -2.44 -0.06
C 7.68 -2.11 1.26
O 9.07 -2.23 1.12
C 9.75 -2.19 2.36
N 5.52 -2.66 0.16
H 6.47 -0.52 -0.85
H 6.67 -1.81 -2.07
H 8.12 -1.07 -1.36
H 7.44 -3.35 -0.45
H 7.32 -2.84 2.00
H 7.30 -1.14 1.63
H 9.23 -2.74 3.14
H 9.97 -1.16 2.66
H 10.70 -2.71 2.19
H 5.24 -1.85 0.71
H 5.58 -3.42 0.84

Atom charges from the Mulliken analysis, given in e for atoms 1 to 2: atom 1 (O): -0.6211, atom 2 (H): 0.2882

4.
ORCA calculation (ωB97M-V/def2-TZVPD) on C25H12Cl5MgN5O10S as an isolated structure.

Output
Total energy   -4885.2554 hartree
Net charge   -2
Orbital gap   0.2159 hartree
Max |F|   1.72 eV/Å
HOMO energy   -2.29 eV
M   776.033 g/mol
ΔE to the lowest compared entry with this formula, charge and spin   283.14 kJ/mol

Positions of all 59 atoms, in Å:
Mg 0.90 -0.43 -0.51
O -0.49 0.66 -0.72
C -0.29 1.77 0.03
C 0.83 2.67 -0.42
C 0.70 4.03 -0.41
C 1.77 4.86 -0.75
C 3.00 4.30 -1.13
C 3.13 2.94 -1.17
C 2.07 2.07 -0.80
O 2.25 0.81 -0.80
N 1.63 6.25 -0.73
O 2.62 6.95 -0.98
O 0.54 6.75 -0.49
H -1.23 2.36 0.07
H -0.23 4.51 -0.12
H 3.81 4.96 -1.40
H 4.07 2.49 -1.48
Cl -0.13 -1.73 -3.94
C 0.70 -2.72 -2.81
C 1.29 -2.07 -1.74
C 2.13 -2.85 -0.97
Cl 2.99 -2.04 0.26
C 2.33 -4.21 -1.18
Cl 3.42 -5.12 -0.20
C 1.62 -4.84 -2.19
Cl 1.74 -6.54 -2.40
C 0.80 -4.09 -3.03
Cl -0.06 -4.87 -4.30
O -1.80 -1.70 2.47
C -0.99 -0.92 2.03
O 0.21 -1.42 1.49
C -1.05 0.51 2.05
C -2.18 1.08 2.56
C -2.23 2.46 2.84
C -1.02 3.20 2.86
C 0.11 2.63 2.36
C 0.04 1.39 1.53
N 1.37 3.18 2.60
O 2.37 2.53 2.29
O 1.46 4.28 3.15
N -3.42 3.02 3.31
O -3.44 4.21 3.63
O -4.42 2.30 3.39
H -3.02 0.46 2.84
H -1.01 4.16 3.35
H 1.01 0.88 1.51
C -2.80 -2.41 -2.05
C -2.06 -3.38 -1.19
C -2.23 -4.76 -1.30
C -1.46 -5.55 -0.47
N -0.66 -5.04 0.46
C -0.60 -3.72 0.50
S 0.40 -3.04 1.75
N -1.23 -2.87 -0.29
H -3.83 -2.73 -2.17
H -2.33 -2.39 -3.03
H -2.73 -1.41 -1.62
H -2.90 -5.19 -2.02
H -1.48 -6.64 -0.52

Atom charges from the Mulliken analysis, given in e for atoms 1 to 2: atom 1 (Mg): 0.9934, atom 2 (O): -0.8211

5.
ORCA calculation (ωB97M-V/def2-TZVPD) on C25H13BrCoN6O6S as an isolated structure.

Output
Total energy   -6095.4090 hartree
Net charge   +1
Orbital gap   0.2998 hartree
Max |F|   0.70 eV/Å
HOMO energy   -11.91 eV
M   664.319 g/mol
ΔE to the lowest compared entry with this formula, charge and spin   16.43 kJ/mol

Positions of all 53 atoms, in Å:
Co -0.13 0.65 0.38
O 1.49 -2.12 -3.16
C 0.69 -1.47 -2.30
O -0.07 -0.60 -2.63
C 0.88 -1.99 -0.90
C 1.54 -3.18 -0.69
C 1.61 -3.71 0.59
C 0.98 -3.03 1.62
C 0.35 -1.83 1.33
N 0.31 -1.31 0.10
C -0.35 -1.04 2.41
O -0.39 -1.45 3.54
O -0.89 0.05 1.93
H 1.32 -1.77 -4.05
H 1.98 -3.69 -1.53
H 2.13 -4.64 0.77
H 0.97 -3.38 2.64
S -5.07 6.01 -0.08
N -3.69 5.94 0.75
C -3.16 4.75 0.51
C -1.91 4.26 1.06
C -1.09 4.94 1.96
C 0.06 4.33 2.42
C 0.38 3.05 1.96
N -0.38 2.42 1.09
C -1.52 2.98 0.67
C -2.34 2.15 -0.19
N -1.86 0.92 -0.41
C -2.55 0.09 -1.19
C -3.76 0.46 -1.77
C -4.26 1.72 -1.53
C -3.54 2.60 -0.72
C -3.95 3.95 -0.36
N -5.06 4.55 -0.76
H -1.36 5.94 2.28
H 0.71 4.82 3.13
H 1.27 2.53 2.29
H -2.11 -0.89 -1.35
H -4.28 -0.24 -2.39
H -5.21 2.04 -1.96
Br 6.91 2.97 0.28
C 5.38 2.64 -0.76
C 5.40 2.89 -2.13
N 4.36 2.68 -2.92
C 3.24 2.22 -2.37
C 3.14 1.93 -1.01
C 4.23 2.14 -0.18
C 1.88 1.41 -0.46
O 0.77 1.52 -1.08
O 1.82 0.81 0.66
H 6.30 3.28 -2.60
H 2.39 2.06 -3.03
H 4.18 1.91 0.87

Atom charges from the Mulliken analysis, given in e for atoms 1 to 2: atom 1 (Co): -0.3283, atom 2 (O): -0.4744

Question: total energy of number 4 (C25H12Cl5MgN5O10S)?
Answer: -4885.2554 hartree